*P*
The following is a quantum chemistry calculation of the molecule C3H5N3, from the OMol25 dataset.

* multiplicity: 1
* structure (SMILES): C=C=N/N=N/C
* LUMO energy: 1.0542 eV

Positions of all 11 atoms, in Å:
C (2.56, 1.20, 0.35)
C (1.79, 0.14, 0.32)
N (1.14, -0.90, 0.34)
N (-0.09, -1.01, -0.33)
N (-0.97, -0.38, 0.26)
C (-2.29, -0.57, -0.32)
H (2.40, 1.98, 1.08)
H (3.33, 1.34, -0.39)
H (-2.28, -1.24, -1.18)
H (-2.92, -0.97, 0.47)
H (-2.68, 0.41, -0.59)

---

*Q*
The following is a quantum chemistry calculation of the molecule C3H5N3, from the OMol25 dataset.

* multiplicity: 1
* structure (SMILES): Cn1ccnn1
* LUMO energy: 0.8570 eV

Positions of all 11 atoms, in Å:
C (0.94, 0.72, 1.14)
N (0.17, 0.14, 0.07)
C (-0.74, -0.87, 0.06)
C (-1.23, -0.82, -1.27)
N (-0.62, 0.23, -1.87)
N (0.24, 0.76, -1.10)
H (1.85, 1.15, 0.68)
H (0.37, 1.53, 1.61)
H (1.21, -0.04, 1.86)
H (-0.92, -1.41, 1.00)
H (-1.28, -1.39, -2.17)

---

Most stable: *Q*. Least stable: *P*.

---

*P*
The following is a quantum chemistry calculation of the molecule C3H5N3, from the OMol25 dataset.

* multiplicity: 1
* LUMO energy (spin up / spin down): 0.2937 / 0.4049 eV

Positions of all 11 atoms, in Å:
C (-1.36, 1.11, 0.43)
N (-0.07, 0.85, 0.34)
C (0.57, -0.26, -0.12)
N (-0.30, -1.34, -0.45)
C (1.98, -0.34, -0.15)
N (3.13, -0.48, -0.18)
H (-1.61, 2.12, 0.71)
H (-2.09, 0.36, 0.21)
H (0.36, 1.44, 1.03)
H (-0.76, -1.22, -1.34)
H (0.15, -2.24, -0.47)

---

*Q*
The following is a quantum chemistry calculation of the molecule C3H5N3, from the OMol25 dataset.

* multiplicity: 1
* structure (SMILES): Cn1nccn1
* LUMO energy: 0.9539 eV

Positions of all 11 atoms, in Å:
C (1.89, -0.11, 0.05)
N (0.34, -0.14, -0.39)
N (-0.21, 1.11, -0.20)
C (-1.53, 0.76, -0.04)
C (-1.69, -0.70, -0.02)
N (-0.40, -1.13, -0.20)
H (2.00, 0.43, 1.16)
H (2.33, 0.75, -0.64)
H (2.20, -1.10, -0.06)
H (-2.38, 1.42, 0.09)
H (-2.54, -1.30, 0.25)

---

*R*
The following is a quantum chemistry calculation of the molecule C3H5N3, from the OMol25 dataset.

* multiplicity: 1
* structure (SMILES): Nc1c[nH]cn1
* LUMO energy: 1.0149 eV

Positions of all 11 atoms, in Å:
N (-0.92, 0.29, -1.78)
C (-0.48, 0.23, -0.44)
C (-0.48, -0.86, 0.36)
N (0.53, -0.67, 1.29)
C (1.01, 0.64, 0.99)
N (0.34, 1.22, 0.04)
H (-1.06, 1.26, -2.01)
H (-0.15, -0.04, -2.36)
H (-1.10, -1.74, 0.31)
H (0.38, -1.13, 2.20)
H (2.02, 1.00, 1.17)

---

*S*
The following is a quantum chemistry calculation of the molecule C3H5N3, from the OMol25 dataset.

* multiplicity: 1
* structure (SMILES): Cn1ccnn1
* LUMO energy: 0.8704 eV

Positions of all 11 atoms, in Å:
C (1.73, -0.15, 0.01)
N (0.27, -0.21, -0.09)
C (-0.69, 0.86, -0.14)
C (-1.90, 0.24, -0.01)
N (-1.61, -1.09, 0.01)
N (-0.36, -1.36, -0.07)
H (1.91, -0.98, -0.73)
H (1.91, -0.46, 1.11)
H (2.20, 0.74, -0.35)
H (-0.50, 1.83, 0.24)
H (-2.96, 0.58, 0.02)

---

Most stable: *R*. Least stable: *P*.

---

*P*
The following is a quantum chemistry calculation of the molecule C3H5N3, from the OMol25 dataset.

* multiplicity: 1
* structure (SMILES): Nc1ccn[nH]1
* LUMO energy: 0.9318 eV

Positions of all 11 atoms, in Å:
N (1.32, -0.65, -1.16)
C (0.23, -0.17, -0.39)
C (0.11, 0.95, 0.41)
C (-1.04, 0.69, 1.20)
N (-1.62, -0.45, 0.85)
N (-0.84, -0.95, -0.12)
H (2.15, -0.61, -0.56)
H (1.53, -0.12, -1.99)
H (0.74, 1.82, 0.35)
H (-1.42, 1.25, 2.04)
H (-1.15, -1.76, -0.63)

---

*Q*
The following is a quantum chemistry calculation of the molecule C3H5N3, from the OMol25 dataset.

* multiplicity: 1
* structure (SMILES): Nc1c[nH]cn1
* LUMO energy: 0.8841 eV

Positions of all 11 atoms, in Å:
N (1.95, -0.03, 0.17)
C (0.70, -0.25, -0.46)
C (-0.09, 0.81, -0.80)
N (-1.33, 0.50, -0.27)
C (-1.23, -0.76, 0.25)
N (-0.05, -1.28, 0.08)
H (2.38, -0.93, 0.35)
H (1.53, 0.20, 1.08)
H (0.16, 1.78, -1.21)
H (-2.03, 1.18, -0.05)
H (-2.00, -1.22, 0.85)

---

Most stable: *P*. Least stable: *Q*.

---

*P*
The following is a quantum chemistry calculation of a structure of composition C3H5N3, from the OMol25 dataset.

* multiplicity: 1
* LUMO energy: 0.1809 eV

Positions of all 11 atoms, in Å:
C (-1.97, -0.17, 0.08)
C (0.02, -0.09, 0.45)
C (0.99, 0.57, -0.14)
N (2.23, -0.19, -0.20)
N (2.41, -1.32, 0.19)
N (-0.85, -0.78, 0.94)
H (-2.07, -0.70, -0.86)
H (-1.88, 0.91, -0.12)
H (-2.85, -0.29, 0.70)
H (1.00, 1.61, -0.43)
H (2.99, 0.41, -0.58)

---

*Q*
The following is a quantum chemistry calculation of the molecule C3H5N3, from the OMol25 dataset.

* multiplicity: 1
* structure (SMILES): Cn1ccnn1
* LUMO energy: 0.8608 eV

Positions of all 11 atoms, in Å:
C (-1.67, -0.03, 0.09)
N (-0.23, -0.17, 0.05)
C (0.75, 0.77, 0.03)
C (1.90, 0.03, -0.10)
N (1.57, -1.29, -0.13)
N (0.28, -1.40, -0.04)
H (-2.07, -0.79, -0.59)
H (-2.05, -0.21, 1.09)
H (-1.96, 0.96, -0.26)
H (0.54, 1.83, 0.13)
H (2.93, 0.30, -0.28)

---

Most stable: *Q*. Least stable: *P*.

---

*P*
The following is a quantum chemistry calculation of the molecule C4H10O, from the OMol25 dataset.

* multiplicity: 1
* structure (SMILES): COC(C)C
* LUMO energy: 1.1540 eV

Positions of all 15 atoms, in Å:
C (1.99, -0.35, -0.43)
O (0.70, -0.83, -0.18)
C (-0.29, 0.19, -0.09)
C (-1.54, -0.31, -0.80)
C (-0.55, 0.52, 1.38)
H (2.66, -1.21, -0.45)
H (2.33, 0.35, 0.35)
H (2.04, 0.17, -1.41)
H (0.08, 1.09, -0.61)
H (-1.91, -1.22, -0.32)
H (-1.32, -0.53, -1.85)
H (-2.33, 0.45, -0.76)
H (-1.40, 1.20, 1.49)
H (0.32, 1.00, 1.84)
H (-0.76, -0.40, 1.93)

---

*Q*
The following is a quantum chemistry calculation of a cluster of 2 separate species, C4H10O in total, from the OMol25 dataset.

* multiplicity: 1
* structure (SMILES): C/C=C/OC.[H][H]
* LUMO energy: 1.1292 eV

Positions of all 15 atoms, in Å:
C (0.93, -0.34, 1.86)
C (0.55, 0.51, 0.67)
C (-0.44, 0.17, -0.15)
O (-0.84, 0.97, -1.18)
C (-2.02, 0.54, -1.82)
H (0.87, -1.41, 1.63)
H (1.95, -0.13, 2.19)
H (0.27, -0.14, 2.71)
H (1.05, 1.46, 0.51)
H (-0.98, -0.77, -0.04)
H (-2.28, 1.31, -2.54)
H (-1.88, -0.41, -2.34)
H (-2.85, 0.44, -1.10)
H (3.11, -1.33, -0.09)
H (2.56, -0.88, -0.31)

---

*R*
The following is a quantum chemistry calculation of the molecule C4H10O, from the OMol25 dataset.

* multiplicity: 1
* structure (SMILES): CCCOC
* LUMO energy: 1.1006 eV

Positions of all 15 atoms, in Å:
C (-1.32, 0.12, 1.83)
C (-0.95, 0.44, 0.40)
C (0.05, -0.62, -0.19)
O (0.53, 0.14, -1.34)
C (1.77, 0.17, -1.77)
H (-2.29, -0.48, 1.88)
H (-0.61, -0.61, 2.27)
H (-1.52, 1.02, 2.35)
H (-1.95, 0.48, -0.08)
H (-0.58, 1.43, 0.12)
H (0.87, -0.81, 0.57)
H (-0.28, -1.68, -0.64)
H (2.23, 1.05, -1.26)
H (1.71, -0.02, -2.89)
H (2.34, -0.64, -1.27)

---

Most stable: *P*. Least stable: *R*.

---

*P*
The following is a quantum chemistry calculation of the ion C4H13N3 with charge +2, from the OMol25 dataset.

* multiplicity: 1
* structure (SMILES): CC(C)([NH3+])C(N)=[NH2+]
* LUMO energy: -8.0909 eV
* total charge: +2

Positions of all 20 atoms, in Å:
C (-0.84, -0.66, 1.22)
C (-0.36, 0.09, -0.04)
C (-1.03, 1.47, 0.04)
N (-0.89, -0.79, -1.19)
C (1.21, -0.02, -0.03)
N (1.86, -1.20, -0.07)
N (1.88, 1.11, -0.02)
H (-1.82, -0.83, 0.97)
H (-0.83, 0.13, 2.09)
H (-0.32, -1.63, 1.38)
H (-2.02, 1.44, 0.34)
H (-1.07, 1.93, -0.98)
H (-0.60, 2.05, 0.73)
H (-1.84, -1.01, -0.94)
H (-0.47, -1.66, -1.26)
H (-1.20, -0.28, -2.07)
H (1.29, -1.99, -0.25)
H (2.86, -1.14, -0.15)
H (1.31, 1.95, 0.11)
H (2.88, 1.05, 0.13)

---

*Q*
The following is a quantum chemistry calculation of a cluster of 2 separate species, C4H13N3 in total, from the OMol25 dataset.

* multiplicity: 1
* LUMO energy: -8.3891 eV
* total charge: +2

Positions of all 20 atoms, in Å:
C (0.88, -0.45, 0.27)
C (-0.44, -1.00, 0.04)
C (-0.97, 0.40, -0.21)
C (-0.96, 1.38, 0.77)
N (-0.66, 2.67, 0.56)
N (-1.29, 0.78, -1.60)
N (2.03, -2.32, 0.74)
H (1.29, -0.17, 1.23)
H (1.40, -0.19, -0.65)
H (-0.88, -1.57, 0.86)
H (-0.63, -1.61, -0.85)
H (-1.25, 1.16, 1.79)
H (-1.10, 3.35, 1.15)
H (-0.08, 2.90, -0.24)
H (-2.25, 0.52, -1.89)
H (-1.28, 1.80, -1.70)
H (-0.70, 0.31, -2.30)
H (2.15, -2.83, 1.61)
H (3.00, -2.16, 0.43)
H (1.74, -2.96, 0.02)

---

Most stable: *P*. Least stable: *Q*.